[1]
ORCA calculation (wB97M-V/def2-TZVPD) on a molecular structure, C41H51F9N4O8PSSr.

For the total energy, the calculation gives -111113.135 eV. As for the charge: -1. The calculation puts the HOMO energy at -6.54 eV.

Geometry (Å):
Sr1 -0.503 0.649 -0.811
C1 -3.811 -3.087 3.206
C2 -3.339 -2.750 1.789
C3 -4.313 -1.871 0.991
C4 -4.656 -0.411 1.357
C5 -5.795 -0.001 0.412
C6 -5.053 -0.194 2.814
N1 -3.456 0.479 1.061
C7 -3.747 1.937 1.173
C8 -2.749 2.861 0.488
N2 -1.349 2.762 0.900
C9 -0.487 3.469 -0.066
C10 1.001 2.990 -0.024
O1 1.831 3.735 -0.537
O2 1.182 1.843 0.491
C11 -1.018 3.280 2.255
C12 -1.641 4.659 2.525
C13 -1.359 2.379 3.453
C14 -0.509 1.134 3.754
C15 0.967 1.508 3.931
C16 -1.068 0.548 5.055
N3 -0.704 0.165 2.661
C17 -0.071 -1.153 2.848
C18 -1.124 -2.259 2.847
N4 -1.939 -2.284 1.638
C19 -1.320 -3.094 0.578
C20 0.115 -2.721 0.178
O3 0.970 -3.608 0.169
O4 0.296 -1.505 -0.146
H1 -4.840 -3.447 3.151
H2 -3.792 -2.256 3.905
H3 -3.204 -3.888 3.627
H4 -3.407 -3.717 1.271
H5 -5.273 -2.396 0.992
H6 -3.976 -1.854 -0.049
H7 -6.538 -0.797 0.381
H8 -5.420 0.160 -0.602
H9 -6.310 0.899 0.749
H10 -5.777 -0.948 3.119
H11 -5.519 0.783 2.949
H12 -4.190 -0.258 3.478
H13 -3.161 0.223 0.064
H14 -2.658 0.211 1.674
H15 -3.879 2.168 2.227
H16 -4.692 2.114 0.668
H17 -3.149 3.878 0.609
H18 -2.806 2.642 -0.584
H19 -0.474 4.552 0.090
H20 -0.893 3.329 -1.073
H21 0.066 3.397 2.243
H22 -2.703 4.576 2.768
H23 -1.539 5.335 1.677
H24 -1.148 5.123 3.379
H25 -2.402 2.063 3.418
H26 -1.282 3.024 4.333
H27 1.079 2.322 4.651
H28 1.402 1.812 2.977
H29 1.540 0.657 4.303
H30 -1.054 1.302 5.843
H31 -0.487 -0.303 5.407
H32 -2.102 0.222 4.911
H33 -0.262 0.587 1.851
H34 0.448 -1.205 3.809
H35 0.682 -1.317 2.083
H36 -1.763 -2.056 3.704
H37 -0.631 -3.229 3.027
H38 -1.923 -2.975 -0.327
H39 -1.320 -4.155 0.868
O5 -4.242 1.235 -2.223
S1 -3.004 0.530 -2.558
O6 -3.047 -0.281 -3.751
O7 -1.859 1.515 -2.614
O8 -2.656 -0.357 -1.350
F1 4.446 4.197 -7.037
C21 5.078 3.066 -6.686
F2 5.167 2.307 -7.801
F3 6.344 3.407 -6.366
C22 4.394 2.334 -5.570
C23 5.011 1.198 -5.052
C24 4.397 0.495 -4.037
C25 3.165 0.914 -3.529
C26 2.568 2.055 -4.046
C27 3.179 2.766 -5.072
P1 2.276 -0.005 -2.222
C28 2.020 -1.630 -3.017
C29 2.954 -2.663 -3.038
C30 2.661 -3.856 -3.670
C31 1.429 -4.023 -4.294
C32 0.489 -3.006 -4.278
C33 0.785 -1.815 -3.633
C34 1.128 -5.336 -4.948
F4 2.145 -5.751 -5.737
F5 0.031 -5.298 -5.721
F6 0.933 -6.319 -4.044
C35 3.535 -0.269 -0.942
C36 3.532 -1.448 -0.189
C37 4.388 -1.573 0.889
C38 5.238 -0.525 1.229
C39 5.230 0.652 0.501
C40 4.376 0.778 -0.583
C41 6.135 -0.686 2.416
F7 7.002 0.333 2.564
F8 5.439 -0.769 3.572
F9 6.875 -1.815 2.347
H40 5.965 0.872 -5.446
H41 4.872 -0.389 -3.629
H42 1.622 2.401 -3.647
H43 2.707 3.653 -5.471
H44 3.907 -2.546 -2.537
H45 3.384 -4.661 -3.675
H46 -0.474 -3.135 -4.751
H47 0.031 -1.034 -3.622
H48 2.847 -2.257 -0.415
H49 4.384 -2.486 1.471
H50 5.875 1.473 0.782
H51 4.343 1.714 -1.127

***

[2]
ORCA calculation (wB97M-V/def2-TZVPD) on a molecular structure, C21H28BBr54O2PS in a non-equilibrium geometry.

For the total energy, the calculation gives -3829414.805 eV. As for the charge: 0. The value obtained for the energy relative to the best compared isomer or geometry (same formula, charge and spin) is 0.000 eV. The calculation puts the HOMO energy at -8.14 eV.

Geometry (Å):
C1 10.319 -0.473 -1.878
P1 8.992 -1.399 -2.734
O1 8.657 -2.627 -1.662
B1 7.474 -0.294 -2.859
S1 7.769 1.514 -3.183
C2 6.004 -0.808 -2.703
C3 5.395 -0.025 -1.559
O2 4.067 -0.490 -1.323
H1 10.254 -0.674 -0.815
H2 10.254 0.597 -2.015
H3 11.270 -0.804 -2.271
H4 8.175 -3.312 -2.149
H5 8.318 1.848 -2.008
H6 5.411 -0.663 -3.606
H7 5.992 -1.871 -2.478
H8 6.013 -0.208 -0.678
H9 5.394 1.036 -1.771
H10 3.720 0.142 -0.678
C4 3.784 4.216 -0.828
Br1 4.290 3.054 0.624
Br2 5.320 4.866 -1.796
Br3 2.472 3.388 -1.967
H11 3.309 5.082 -0.391
C5 -1.048 1.381 -1.171
Br4 -1.448 2.738 -2.482
Br5 -2.474 0.107 -0.977
Br6 0.619 0.495 -1.515
H12 -0.950 1.883 -0.221
C6 -4.399 4.322 0.052
Br7 -4.695 6.027 0.899
Br8 -3.634 3.049 1.272
Br9 -6.002 3.639 -0.767
H13 -3.680 4.480 -0.737
C7 10.063 5.186 -3.769
Br10 8.210 5.198 -3.241
Br11 10.974 6.779 -3.191
Br12 10.977 3.599 -3.185
H14 10.080 5.183 -4.849
C8 -3.894 -0.732 3.413
Br13 -2.015 -1.004 3.096
Br14 -4.218 0.881 4.412
Br15 -4.895 -0.780 1.768
H15 -4.236 -1.557 4.022
C9 -0.208 2.827 4.152
Br16 1.233 4.103 4.198
Br17 -1.837 3.544 4.874
Br18 -0.501 2.135 2.386
H16 0.085 1.998 4.781
C10 -0.989 0.924 8.559
Br19 0.479 2.170 8.631
Br20 -2.595 1.689 9.292
Br21 -1.276 0.247 6.781
H17 -0.725 0.081 9.180
C11 -6.821 -2.462 -1.556
Br22 -5.235 -1.369 -1.570
Br23 -6.843 -3.689 -0.076
Br24 -8.412 -1.385 -1.609
H18 -6.807 -3.055 -2.458
C12 -0.306 5.976 9.558
Br25 1.130 7.256 9.615
Br26 -1.938 6.699 10.277
Br27 -0.563 5.273 7.791
H19 -0.019 5.148 10.192
C13 -9.125 -4.744 -4.919
Br28 -7.520 -3.684 -4.974
Br29 -9.121 -5.948 -3.424
Br30 -10.704 -3.648 -4.948
H20 -9.141 -5.346 -5.816
C14 1.644 -3.577 -0.019
Br31 2.260 -1.777 -0.277
Br32 3.022 -4.826 -0.525
Br33 0.981 -3.899 1.763
H21 0.810 -3.730 -0.688
C15 6.508 3.728 -6.905
Br34 7.236 1.950 -6.796
Br35 5.465 4.167 -5.353
Br36 7.881 5.040 -7.236
H22 5.843 3.746 -7.755
C16 -2.873 7.428 4.000
Br37 -2.518 7.917 5.828
Br38 -3.403 8.946 2.940
Br39 -1.387 6.496 3.213
H23 -3.710 6.743 4.011
C17 -2.531 -5.738 -0.450
Br40 -0.651 -6.123 -0.600
Br41 -2.836 -4.124 0.553
Br42 -3.386 -5.679 -2.174
H24 -2.980 -6.550 0.102
C18 6.765 -6.800 -2.402
Br43 6.888 -5.088 -3.282
Br44 8.428 -7.300 -1.579
Br45 5.306 -6.845 -1.150
H25 6.554 -7.533 -3.167
C19 -11.969 -8.737 -5.273
Br46 -10.283 -8.151 -5.990
Br47 -11.727 -9.933 -3.788
Br48 -13.094 -7.246 -4.815
H26 -12.471 -9.290 -6.052
C20 -0.575 -4.062 6.292
Br49 0.924 -2.859 6.350
Br50 -2.168 -3.277 7.038
Br51 -0.892 -4.705 4.512
H27 -0.321 -4.914 6.904
C21 -10.993 1.711 -1.754
Br52 -9.396 2.784 -1.751
Br53 -11.025 0.483 -0.273
Br54 -12.580 2.795 -1.815
H28 -10.976 1.120 -2.658